# 1
ORCA calculation (wB97M-V/def2-TZVPD) on 3 unconnected molecules or ions with the total composition C21H38BF3N2O4S at a distorted geometry.

Geometry as XYZ:
```
70
Properties=species:S:1:pos:R:3:forces:R:3
C -6.0882 -3.8394 3.5651 0.312 -0.310 -0.259
C -4.9423 -3.5036 3.7514 0.207 0.658 -0.353
B -3.6720 -2.7072 3.7808 -0.551 -0.320 0.546
S -3.0294 -1.9609 2.1428 0.814 -1.252 -1.052
O -3.5914 -2.6238 0.9884 -0.490 0.526 0.379
O -1.5864 -1.9436 2.2121 -0.304 0.621 0.411
C -3.7054 -0.2230 2.1920 0.119 -0.460 0.752
F -5.0152 -0.3144 2.4286 -0.131 0.078 -0.229
F -3.4694 0.4343 1.0869 0.024 0.162 -0.276
F -3.1528 0.3965 3.2397 0.061 0.135 -0.124
H -7.0452 -4.1914 3.2551 -0.120 0.054 0.257
H -3.0187 -2.4969 4.7393 0.075 0.084 -0.051
C 0.9473 -0.3900 -3.4940 -0.215 0.058 0.065
C 1.5695 -1.7974 -3.5267 -0.007 1.236 -0.408
C 0.8820 -2.6497 -4.5936 -0.238 -0.351 0.009
C -0.5443 -3.0399 -4.2111 0.034 0.031 0.078
C -0.5715 -3.7271 -2.8465 0.116 -0.126 -0.416
C 0.1374 -2.9446 -1.7367 -0.969 0.524 0.818
N 1.4744 -2.4575 -2.1906 0.382 -1.749 -0.802
O 2.3651 -3.3961 -2.0841 -0.047 0.578 0.337
C -0.7438 -1.7745 -1.2563 -0.006 0.196 -0.205
C 0.3027 -3.8535 -0.5200 0.326 -0.211 -0.004
C 3.0371 -1.5947 -3.8962 0.231 -0.281 0.111
H 1.2737 0.1904 -4.3575 0.140 -0.123 -0.040
H -0.1394 -0.3870 -3.5337 0.024 -0.051 0.070
H 1.2595 0.1497 -2.6015 -0.009 -0.026 0.019
H 1.4655 -3.5611 -4.7599 0.056 0.024 0.107
H 0.8810 -2.1042 -5.5401 0.055 0.082 0.034
H -1.1989 -2.1642 -4.2113 0.034 0.023 0.018
H -0.9480 -3.7191 -4.9650 -0.024 0.015 0.008
H -1.6045 -3.9086 -2.5420 0.010 0.024 0.101
H -0.1002 -4.7105 -2.9459 0.099 0.052 0.058
H -0.1896 -1.1285 -0.5725 0.033 -0.006 -0.025
H -1.6050 -2.1612 -0.7140 0.046 -0.132 0.022
H -1.1451 -1.1597 -2.0600 0.099 -0.022 -0.011
H 0.8131 -4.7830 -0.7678 0.079 0.101 -0.028
H -0.6811 -4.1094 -0.1276 -0.076 0.102 -0.046
H 0.8629 -3.3539 0.2715 -0.003 0.020 -0.021
H 3.5496 -0.9914 -3.1448 -0.021 -0.021 0.017
H 3.0988 -1.0732 -4.8511 -0.117 0.068 -0.001
H 3.5717 -2.5368 -4.0019 -0.064 0.000 0.109
C 1.6718 4.1662 3.4505 0.029 -0.156 0.025
C 0.9860 4.4231 2.0936 0.364 0.399 1.178
C -0.4848 4.0065 2.1614 -0.210 -0.293 -0.189
C -0.6684 2.4910 2.2242 0.089 0.043 0.008
C 0.0478 1.8053 1.0640 -0.419 0.207 0.015
C 1.5145 2.2132 0.9113 0.795 -1.065 0.481
N 1.6808 3.6943 0.9919 -1.565 0.249 -1.220
O 1.4209 4.2469 -0.1536 0.577 -0.034 0.326
C 2.3754 1.5135 1.9818 -0.031 0.067 0.171
C 2.0260 1.7060 -0.4330 -0.022 0.200 -0.329
C 1.0878 5.9277 1.8553 -0.040 0.103 -0.356
H 1.3532 4.9182 4.1725 -0.049 0.084 -0.097
H 1.4267 3.2040 3.8928 0.026 0.005 -0.061
H 2.7563 4.2364 3.3574 -0.006 -0.015 -0.033
H -1.0105 4.3900 1.2809 0.120 0.020 -0.055
H -0.9506 4.4778 3.0299 0.087 0.052 0.034
H -0.3112 2.0978 3.1802 0.019 0.017 -0.005
H -1.7312 2.2518 2.1780 0.002 0.026 0.029
H -0.0071 0.7201 1.1835 0.093 -0.018 -0.019
H -0.4879 2.0408 0.1377 0.094 0.082 -0.023
H 3.3900 1.9142 1.9823 -0.014 0.037 -0.003
H 2.4414 0.4471 1.7657 -0.052 0.017 -0.127
H 1.9742 1.5927 2.9893 0.009 0.043 -0.043
H 1.4071 2.0488 -1.2606 0.053 0.132 0.061
H 2.0037 0.6155 -0.4413 -0.006 -0.034 0.160
H 3.0531 2.0234 -0.6198 -0.018 0.039 0.039
H 2.1303 6.2448 1.7979 -0.001 -0.030 -0.019
H 0.6165 6.4559 2.6839 0.011 -0.088 0.099
H 0.5851 6.2373 0.9411 0.076 -0.098 -0.023
```
Positions in Å, forces in eV/Å.

Output
Spin multiplicity ... 3
HOMO (alpha / beta) ... -8.14 / -9.10 eV
<S²> ... 2.008
Total energy ... -53221.22358 eV
Kohn-Sham gap (alpha / beta) ... 5.967 / 6.929 eV

For reference, the Löwdin charges in units of e are: atom 1 (C): 0.171, atom 2 (C): -0.049, atom 3 (B): -0.128, atom 4 (S): 0.726, atom 5 (O): -0.302, atom 6 (O): -0.308, atom 7 (C): -0.698, atom 8 (F): 0.145, atom 9 (F): 0.187, atom 10 (F): 0.135, atom 11 (H): 0.056, atom 12 (H): 0.064, atom 13 (C): -0.025, atom 14 (C): -0.492, atom 15 (C): -0.135, atom 16 (C): -0.173, atom 17 (C): -0.129, atom 18 (C): -0.481, atom 19 (N): -0.084, atom 20 (O): -0.022, atom 21 (C): -0.023, atom 22 (C): -0.039, atom 23 (C): -0.042, atom 24 (H): 0.090, atom 25 (H): 0.061, atom 26 (H): 0.062, atom 27 (H): 0.126, atom 28 (H): 0.124, atom 29 (H): 0.102, atom 30 (H): 0.112, atom 31 (H): 0.126, atom 32 (H): 0.124, atom 33 (H): 0.080, atom 34 (H): 0.062, atom 35 (H): 0.065, atom 36 (H): 0.079, atom 37 (H): 0.085, atom 38 (H): 0.093, atom 39 (H): 0.091, atom 40 (H): 0.086, atom 41 (H): 0.079, atom 42 (C): -0.033, atom 43 (C): -0.494, atom 44 (C): -0.128, atom 45 (C): -0.172, atom 46 (C): -0.129, atom 47 (C): -0.485, atom 48 (N): -0.085, atom 49 (O): -0.020, atom 50 (C): -0.026, atom 51 (C): -0.050, atom 52 (C): -0.045, atom 53 (H): 0.085, atom 54 (H): 0.057, atom 55 (H): 0.093, atom 56 (H): 0.127, atom 57 (H): 0.125, atom 58 (H): 0.108, atom 59 (H): 0.090, atom 60 (H): 0.114, atom 61 (H): 0.128, atom 62 (H): 0.093, atom 63 (H): 0.087, atom 64 (H): 0.060, atom 65 (H): 0.074, atom 66 (H): 0.076, atom 67 (H): 0.097, atom 68 (H): 0.092, atom 69 (H): 0.085, atom 70 (H): 0.079

# 2
ORCA calculation (wB97M-V/def2-TZVPD) on a molecular structure, C27H17BrFeN12O6Se at a distorted geometry.

Geometry as XYZ:
```
65
Properties=species:S:1:pos:R:3:forces:R:3
Fe -0.2290 0.0576 0.0072 -0.075 0.890 0.657
Se -4.7903 0.0188 6.2747 -0.185 -0.003 0.247
N -4.1000 1.3345 5.3084 0.000 0.029 -0.026
C -3.3930 0.7766 4.3648 0.120 -0.120 -0.183
C -2.6325 1.5221 3.3667 -0.137 0.068 0.169
C -2.5691 2.9150 3.3144 -0.036 -0.012 0.068
C -1.7856 3.5136 2.3512 -0.037 -0.034 -0.031
C -1.0789 2.7099 1.4597 -0.059 0.086 0.218
N -1.1452 1.3853 1.5095 1.017 0.456 -0.534
C -1.9044 0.8012 2.4309 -0.114 -0.299 -0.137
C -1.8763 -0.6581 2.4063 0.070 0.028 -0.090
N -1.0766 -1.2331 1.4712 -0.398 0.088 0.165
C -0.9774 -2.5628 1.4979 0.175 0.067 0.042
C -1.6557 -3.3652 2.4097 0.094 0.029 0.003
C -2.4639 -2.7780 3.3489 -0.110 -0.081 0.156
C -2.5739 -1.3898 3.3582 -0.092 0.077 0.167
C -3.3601 -0.6662 4.3600 0.163 0.127 -0.203
N -4.0375 -1.2589 5.3042 -0.016 -0.044 -0.041
H -3.1304 3.4935 4.0370 0.011 0.015 -0.027
H -1.7116 4.5896 2.2785 0.016 -0.022 0.007
H -0.4449 3.1343 0.6924 0.009 -0.022 0.067
H -0.3368 -3.0158 0.7620 0.078 0.011 -0.056
H -1.5289 -4.4374 2.3681 0.034 0.019 -0.023
H -2.9965 -3.3563 4.0936 -0.015 0.003 -0.056
N 1.0523 -0.0346 3.4852 0.018 -0.008 -0.039
C 2.0721 -0.0577 2.6250 0.157 0.040 -0.288
N 3.2734 -0.0746 3.1888 -0.044 -0.021 0.034
C 4.3032 -0.0915 2.3530 0.136 -0.001 0.071
N 5.5341 -0.1195 2.8668 -0.028 0.001 0.042
N 4.1922 -0.0836 1.0137 0.051 0.009 -0.050
C 2.9655 -0.0662 0.5564 -0.068 -0.075 0.001
N 1.8290 -0.0554 1.2754 -0.308 -0.016 0.374
C 2.8293 -0.0692 -0.9109 0.071 0.022 -0.180
C 3.9471 -0.0660 -1.7326 0.118 0.001 -0.047
C 3.7621 -0.0577 -3.1020 0.079 -0.006 0.022
C 2.4696 -0.0404 -3.5991 -0.039 0.015 -0.015
C 1.4168 -0.0513 -2.7050 0.102 0.096 -0.064
N 1.5946 -0.0717 -1.3837 -0.289 -0.232 -0.189
H 1.2610 -0.0445 4.4675 -0.003 0.005 -0.004
H 0.1177 -0.0303 3.1542 -0.310 0.016 0.023
H 5.6520 -0.1321 3.8639 0.016 0.001 0.000
H 6.3316 -0.1424 2.2578 -0.013 0.008 -0.024
H 4.9281 -0.0718 -1.2835 -0.010 -0.002 -0.013
H 4.6120 -0.0655 -3.7713 -0.006 0.022 0.010
H 2.2728 -0.0233 -4.6622 -0.004 0.001 0.021
H 0.3944 -0.0532 -3.0561 0.046 0.008 -0.011
O -1.8545 1.0733 -0.9936 0.084 -0.978 0.336
C -1.0502 1.8893 -1.5102 -0.278 0.304 -0.312
O 0.1368 1.9262 -1.1242 0.306 -0.119 0.382
C -1.5118 2.7989 -2.5969 -0.034 0.074 0.069
C -0.5889 3.2649 -3.5212 0.135 -0.017 0.056
C -1.0240 4.1021 -4.5263 0.059 -0.003 -0.053
C -2.3356 4.5129 -4.6329 -0.078 0.118 -0.140
C -3.2231 4.0368 -3.6903 -0.064 -0.008 0.030
C -2.8444 3.1774 -2.6802 -0.051 -0.114 0.083
N -4.6392 4.4653 -3.7698 -0.004 0.001 -0.005
O -4.9562 5.1583 -4.7092 0.029 0.000 -0.008
O -5.3784 4.0927 -2.8841 0.024 -0.022 0.020
N -0.0439 4.5759 -5.5300 0.013 0.002 -0.005
O 1.0499 4.0503 -5.5231 -0.008 -0.011 0.045
O -0.4010 5.4495 -6.2857 -0.046 -0.009 0.006
H 0.4518 2.9815 -3.4574 0.001 0.004 -0.007
H -2.6598 5.1751 -5.4218 0.018 0.011 0.000
H -3.5709 2.8110 -1.9689 -0.019 0.007 -0.030
Br -0.8166 -1.6983 -1.3641 -0.273 -0.479 -0.702
```
Positions in Å, forces in eV/Å.

Output
Spin multiplicity ... 2
HOMO (alpha / beta) ... -11.95 / -11.96 eV
<S²> ... 1.248
Total energy ... -228209.36955 eV
Net charge ... +1
Kohn-Sham gap (alpha / beta) ... 7.216 / 8.046 eV

For reference, the Löwdin charges in units of e are: atom 1 (Fe): 0.522, atom 2 (Se): 1.188, atom 3 (N): -0.212, atom 4 (C): -0.335, atom 5 (C): -0.066, atom 6 (C): 0.042, atom 7 (C): 0.007, atom 8 (C): -0.060, atom 9 (N): 0.071, atom 10 (C): -0.164, atom 11 (C): -0.147, atom 12 (N): 0.002, atom 13 (C): -0.158, atom 14 (C): 0.002, atom 15 (C): 0.040, atom 16 (C): -0.070, atom 17 (C): -0.332, atom 18 (N): -0.215, atom 19 (H): 0.130, atom 20 (H): 0.122, atom 21 (H): 0.122, atom 22 (H): 0.056, atom 23 (H): 0.125, atom 24 (H): 0.132, atom 25 (N): 0.206, atom 26 (C): -0.408, atom 27 (N): 0.179, atom 28 (C): -0.432, atom 29 (N): 0.192, atom 30 (N): 0.186, atom 31 (C): -0.264, atom 32 (N): 0.160, atom 33 (C): -0.194, atom 34 (C): 0.016, atom 35 (C): -0.023, atom 36 (C): -0.015, atom 37 (C): -0.178, atom 38 (N): -0.008, atom 39 (H): 0.124, atom 40 (H): 0.048, atom 41 (H): 0.117, atom 42 (H): 0.117, atom 43 (H): 0.114, atom 44 (H): 0.120, atom 45 (H): 0.120, atom 46 (H): 0.069, atom 47 (O): -0.052, atom 48 (C): -0.618, atom 49 (O): -0.035, atom 50 (C): -0.083, atom 51 (C): 0.084, atom 52 (C): -0.098, atom 53 (C): 0.100, atom 54 (C): -0.097, atom 55 (C): 0.089, atom 56 (N): -0.347, atom 57 (O): 0.107, atom 58 (O): 0.095, atom 59 (N): -0.347, atom 60 (O): 0.090, atom 61 (O): 0.110, atom 62 (H): 0.133, atom 63 (H): 0.140, atom 64 (H): 0.138, atom 65 (Br): 0.548